82
Properties=species:S:1:pos:R:3 method="wB97M-V/def2-TZVPD" largest_force_ha_per_bohr=0.0390 charge=+1 energy_ha=-3941.03213
Pb -1.131 -0.317 -0.519
C -2.848 0.155 2.873
C -1.562 -0.551 2.587
N -1.591 -1.537 1.725
N -0.706 -2.506 1.759
C -0.141 -3.111 0.804
S -0.009 -2.645 -0.882
S 0.596 -4.665 1.246
C 2.196 -4.078 1.969
C 3.220 -4.070 0.887
C 3.907 -5.241 0.581
C 4.802 -5.272 -0.472
C 5.014 -4.133 -1.231
C 4.326 -2.968 -0.938
C 3.429 -2.933 0.115
C -0.347 -0.139 3.235
C -0.323 0.278 4.565
C 0.870 0.539 5.201
C 2.073 0.410 4.493
C 2.081 0.091 3.165
C 0.869 -0.139 2.443
O 0.864 -0.234 1.182
H -3.348 -0.341 3.708
H -2.658 1.189 3.154
H -3.513 0.107 2.013
H 2.009 -3.096 2.400
H 2.430 -4.796 2.752
H 3.726 -6.129 1.168
H 5.322 -6.187 -0.712
H 5.711 -4.155 -2.056
H 4.478 -2.084 -1.540
H 2.882 -2.027 0.333
H -1.256 0.326 5.108
H 0.875 0.815 6.243
H 3.004 0.580 5.013
H 3.009 0.033 2.616
N -3.297 -3.455 -0.582
C -3.758 -2.498 -1.388
N -3.224 -1.319 -1.541
C -3.958 -0.536 -2.404
C -5.071 -1.129 -2.912
S -5.236 -2.735 -2.299
C -3.483 0.792 -2.724
C -4.150 1.765 -3.403
S -3.167 3.174 -3.580
C -1.896 2.345 -2.696
N -2.217 1.140 -2.332
N -0.726 2.921 -2.395
H -2.373 -3.361 -0.188
H -3.714 -4.368 -0.622
H -5.789 -0.736 -3.604
H -5.145 1.748 -3.790
H -0.481 3.798 -2.818
H 0.005 2.282 -2.076
O 0.809 0.694 -1.854
S 1.649 -0.202 -2.723
C 2.640 1.025 -3.691
C 2.292 0.822 -5.152
C 0.797 0.526 -5.193
C 0.581 -0.581 -4.175
H 3.695 0.876 -3.480
H 2.332 2.006 -3.331
H 2.843 -0.030 -5.553
H 2.550 1.701 -5.742
H 0.485 0.217 -6.191
H 0.227 1.418 -4.923
H 0.927 -1.540 -4.556
H -0.444 -0.675 -3.820
C -0.531 2.859 1.042
C -0.723 3.810 2.017
C -2.011 4.384 2.225
C -2.197 5.368 3.160
C -1.119 5.837 3.907
C 0.151 5.289 3.734
C 0.354 4.282 2.824
H 0.429 2.406 0.869
H -1.346 2.559 0.404
H -2.831 4.023 1.623
H -3.176 5.791 3.319
H -1.269 6.633 4.619
H 0.977 5.667 4.319
H 1.331 3.841 2.688

91
Properties=species:S:1:pos:R:3 method="wB97M-V/def2-TZVPD" largest_force_ha_per_bohr=0.0460 charge=0 energy_ha=-11231.48213
C -4.438 6.041 1.853
C -4.080 4.929 1.626
C -3.565 3.609 1.471
C -2.187 3.397 1.546
C -1.664 2.129 1.411
C -2.474 1.015 1.193
C -3.839 1.244 1.106
C -4.396 2.504 1.242
C -5.883 2.699 1.180
C -6.551 2.477 2.544
N -6.163 2.991 3.630
N -1.978 -0.316 1.077
C -1.970 -1.105 2.355
C -1.394 -0.384 3.567
C -3.406 -1.607 2.639
C -3.479 -3.117 2.877
C -4.782 -3.453 3.641
C -0.744 -0.387 0.365
C -0.561 -1.457 -0.494
F -1.557 -2.365 -0.612
C 0.589 -1.672 -1.216
B 0.574 -2.987 -2.123
O 0.829 -4.210 -1.574
C 0.204 -2.886 -3.658
C -1.149 -2.175 -3.900
C 1.663 -0.780 -1.098
C 2.954 -0.975 -1.868
C 4.173 -1.411 -1.025
C 4.273 -2.891 -0.675
F 5.569 -3.274 -0.731
F 3.633 -3.633 -1.622
C 3.667 -3.315 0.684
F 2.335 -3.308 0.668
F 4.060 -4.593 0.905
C 4.124 -2.501 1.935
F 3.740 -3.230 3.006
F 3.475 -1.328 2.024
C 5.650 -2.272 2.115
F 5.836 -1.872 3.385
F 6.341 -3.391 1.946
F 6.118 -1.308 1.322
C 1.493 0.339 -0.257
C 2.576 1.388 -0.116
C 2.756 2.255 -1.412
C 2.489 3.733 -1.139
S 2.417 4.629 -2.696
O 1.557 5.754 -2.514
O 2.026 3.764 -3.782
O 3.912 5.077 -2.965
C 0.312 0.509 0.465
S 0.090 1.901 1.550
H -4.854 7.017 1.799
H -1.526 4.232 1.739
H -4.534 0.432 0.947
H -6.138 3.717 0.892
H -6.355 2.004 0.486
H -7.417 1.818 2.597
H -5.337 3.576 3.484
H -1.365 -1.996 2.189
H -1.468 -1.076 4.410
H -0.339 -0.169 3.427
H -1.949 0.512 3.840
H -3.862 -1.055 3.462
H -4.002 -1.395 1.756
H -3.550 -3.657 1.936
H -2.660 -3.470 3.503
H -5.640 -3.464 2.970
H -4.981 -2.697 4.401
H -4.727 -4.411 4.156
H 1.299 -4.784 -2.186
H 0.162 -3.864 -4.140
H 0.962 -2.276 -4.150
H -1.370 -1.447 -3.118
H -1.979 -2.877 -3.894
H -1.138 -1.623 -4.838
H 2.832 -1.613 -2.735
H 3.216 -0.004 -2.275
H 5.054 -1.200 -1.632
H 4.252 -0.778 -0.150
H 3.547 0.960 0.113
H 2.354 2.090 0.683
H 2.111 1.840 -2.182
H 3.787 2.167 -1.758
H 1.593 3.936 -0.562
H 3.355 4.153 -0.627
H 4.133 4.865 -3.885
C 2.662 1.361 -6.014
Br 4.375 1.599 -6.868
Br 1.207 1.661 -7.231
Br 2.527 -0.365 -5.160
H 2.586 2.106 -5.235

81
Properties=species:S:1:pos:R:3 method="wB97M-V/def2-TZVPD" largest_force_ha_per_bohr=0.0338 charge=0 de_lowest_kj_mol=58.8
Bi 0.232 -0.028 0.736
O 0.946 -4.295 1.806
C 0.825 -2.982 1.722
O 0.548 -2.436 0.659
C 1.042 -2.218 2.944
C 1.375 -2.744 4.187
C 1.578 -1.873 5.241
C 1.439 -0.506 5.029
C 1.105 -0.050 3.765
N 0.924 -0.893 2.755
C 0.969 1.444 3.453
O 1.092 2.224 4.385
O 0.749 1.735 2.223
H 0.753 -4.684 0.940
H 1.476 -3.814 4.296
H 1.860 -2.238 6.218
H 1.584 0.216 5.819
N -3.607 -0.015 1.024
C -4.078 0.832 0.051
C -5.385 0.745 -0.387
C -5.868 1.530 -1.440
C -5.052 2.433 -2.063
C -3.717 2.579 -1.634
C -2.839 3.519 -2.217
C -1.574 3.661 -1.729
C -1.171 2.843 -0.662
N -1.940 1.939 -0.104
C -3.211 1.787 -0.567
H -4.315 -0.466 1.579
H -2.798 0.273 1.554
H -6.053 0.046 0.104
H -6.897 1.416 -1.754
H -5.416 3.044 -2.879
H -3.198 4.126 -3.039
H -0.885 4.381 -2.149
H -0.178 2.954 -0.235
C 3.130 1.958 -0.363
Si 2.821 0.239 0.348
C 3.795 0.067 1.966
C 3.401 -1.116 -0.840
H 4.199 2.094 -0.548
H 2.807 2.738 0.328
H 2.612 2.106 -1.310
H 4.856 0.242 1.777
H 3.702 -0.928 2.408
H 3.468 0.790 2.715
H 4.405 -0.895 -1.211
H 2.735 -1.207 -1.699
H 3.438 -2.089 -0.347
I -2.239 4.905 4.281
C -2.040 2.836 4.513
C -1.902 2.271 5.768
C -1.796 0.893 5.856
C -1.854 0.148 4.689
N -2.010 0.691 3.484
C -2.090 2.017 3.397
H -1.887 2.891 6.654
H -1.670 0.409 6.815
H -1.798 -0.936 4.714
H -2.201 2.426 2.400
C 2.510 -3.133 -6.792
C 1.864 -2.451 -5.616
C 0.834 -3.049 -4.906
C 0.213 -2.414 -3.836
C -0.922 -3.097 -3.128
C 0.638 -1.132 -3.464
Se -0.328 -0.193 -2.057
C 1.678 -0.507 -4.165
C 2.174 0.877 -3.843
C 2.276 -1.186 -5.224
H 2.035 -4.091 -7.000
H 3.571 -3.309 -6.604
H 2.434 -2.512 -7.686
H 0.487 -4.033 -5.205
H -1.069 -4.105 -3.517
H -1.842 -2.527 -3.264
H -0.736 -3.150 -2.054
H 1.411 1.439 -3.309
H 2.424 1.409 -4.762
H 3.074 0.824 -3.226
H 3.077 -0.697 -5.768

81
Properties=species:S:1:pos:R:3 method="wB97M-V/def2-TZVPD" largest_force_ha_per_bohr=0.0090 charge=+2 spin_multiplicity=6 s_squared=8.806 de_lowest_kj_mol=0.0
Ir 0.066 0.855 -0.307
C -0.049 -4.196 3.154
C -1.202 -3.381 3.763
C -1.556 -3.979 5.125
C -2.437 -3.476 2.853
C -0.767 -1.925 3.856
C -0.637 -1.270 5.119
C -0.210 0.031 5.223
C 0.072 0.738 4.058
S 0.616 2.360 3.946
C 0.584 2.226 2.188
N 0.149 0.950 1.734
C -0.091 0.122 2.761
C -0.480 -1.225 2.702
C 0.928 3.176 1.266
C 1.413 4.491 1.554
C 1.706 5.342 0.520
C 1.535 4.941 -0.811
C 1.064 3.650 -1.117
C 0.767 2.780 -0.108
H -0.343 -5.243 3.086
H 0.844 -4.136 3.777
H 0.208 -3.850 2.153
H -1.859 -5.016 4.989
H -2.387 -3.456 5.598
H -0.705 -3.976 5.805
H -2.771 -4.512 2.799
H -2.219 -3.147 1.835
H -3.260 -2.876 3.241
H -0.864 -1.814 6.021
H -0.098 0.500 6.191
H -0.524 -1.717 1.744
H 1.548 4.804 2.581
H 2.071 6.338 0.732
H 1.764 5.628 -1.613
H 0.940 3.351 -2.147
N -1.905 2.516 -0.199
C -3.126 2.288 -0.982
C -3.806 1.002 -0.555
C -3.122 -0.236 -1.099
N -1.789 -0.517 -0.510
H -2.124 2.604 0.790
H -1.455 3.380 -0.484
H -2.836 2.231 -2.034
H -3.806 3.137 -0.876
H -4.835 1.006 -0.916
H -3.866 0.955 0.538
H -2.977 -0.140 -2.176
H -3.754 -1.112 -0.935
H -1.315 -1.132 -1.174
H -1.905 -0.983 0.384
N 4.470 -0.360 -0.486
C 4.834 0.961 -0.427
C 3.675 1.670 -0.330
N 2.617 0.801 -0.331
C 3.122 -0.407 -0.423
C 2.249 -1.559 -0.459
N 0.938 -1.432 -0.373
C 0.435 -2.711 -0.464
C 1.452 -3.598 -0.604
N 2.601 -2.852 -0.597
H 5.113 -1.132 -0.567
H 5.861 1.273 -0.460
H 3.541 2.734 -0.267
H -0.617 -2.933 -0.454
H 1.460 -4.666 -0.712
H 3.532 -3.221 -0.707
I 0.858 1.519 -9.230
C 0.535 1.066 -7.226
C 0.950 1.959 -6.244
C 0.728 1.658 -4.913
C 0.100 0.467 -4.556
C -0.303 -0.426 -5.549
C -0.092 -0.127 -6.882
C -0.150 0.101 -3.141
O -0.528 -1.003 -2.796
O 0.124 1.069 -2.262
H 1.442 2.880 -6.521
H 1.054 2.346 -4.147
H -0.783 -1.352 -5.266
H -0.412 -0.815 -7.650

78
Properties=species:S:1:pos:R:3 method="wB97M-V/def2-TZVPD" largest_force_ha_per_bohr=0.0537 charge=0 spin_multiplicity=6 s_squared=8.771 de_lowest_kj_mol=0.0
Sm -0.301 -0.759 -0.618
C 1.479 -1.233 2.284
N 0.762 -2.255 1.452
C -0.337 -2.841 2.231
C -1.340 -1.792 2.725
N -1.845 -0.951 1.579
C -1.832 0.511 1.881
C -3.206 -1.430 1.244
C -4.295 -1.029 2.043
C -5.607 -1.369 1.691
C -5.835 -2.151 0.552
C -4.748 -2.680 -0.156
C -3.406 -2.261 0.108
S -2.128 -2.864 -0.918
C 1.710 -3.200 0.898
C 2.635 -3.764 1.816
C 3.658 -4.560 1.372
C 3.875 -4.713 0.016
C 3.100 -3.973 -0.865
C 1.898 -3.383 -0.497
S 0.854 -2.901 -1.858
H 1.837 -1.612 3.238
H 0.857 -0.328 2.431
H 2.351 -0.868 1.715
H 0.051 -3.419 3.086
H -0.858 -3.529 1.529
H -0.932 -1.171 3.519
H -2.185 -2.372 3.209
H -2.550 0.777 2.657
H -2.126 0.983 0.948
H -0.811 0.888 2.133
H -4.089 -0.508 2.963
H -6.431 -1.005 2.330
H -6.848 -2.396 0.288
H -4.864 -3.432 -0.926
H 2.391 -3.663 2.886
H 4.278 -5.152 2.107
H 4.617 -5.407 -0.379
H 3.351 -3.910 -1.936
C 0.801 3.714 5.114
Se 1.443 2.743 3.457
C 1.391 4.087 1.978
C 0.063 4.097 1.264
Se -0.110 2.970 -0.388
C 0.270 4.232 -1.918
H 1.357 4.678 5.166
H 0.981 3.053 5.981
H -0.267 3.913 4.923
H 2.197 3.767 1.323
H 1.674 5.090 2.371
H -0.172 5.081 0.895
H -0.713 3.679 1.932
H 0.548 5.251 -1.561
H -0.647 4.263 -2.521
H 1.089 3.779 -2.498
S 1.477 1.159 -4.839
C 2.823 0.987 -3.780
C 4.175 1.367 -3.983
C 5.074 1.321 -2.924
C 4.626 0.988 -1.629
C 3.336 0.601 -1.374
C 2.420 0.626 -2.450
N 1.053 0.443 -2.345
C 0.455 0.748 -3.510
C -0.980 0.768 -3.559
C -1.645 1.272 -4.680
C -3.057 1.369 -4.672
C -3.755 0.829 -3.624
C -3.068 0.192 -2.570
C -1.705 0.191 -2.504
H 4.439 1.659 -5.000
H 6.147 1.472 -3.068
H 5.366 1.088 -0.850
H 2.985 0.262 -0.400
H -1.125 1.566 -5.595
H -3.582 1.870 -5.496
H -4.865 0.841 -3.655
H -3.631 -0.294 -1.786

80
Properties=species:S:1:pos:R:3 method="wB97M-V/def2-TZVPD" largest_force_ha_per_bohr=0.0539 charge=-1 spin_multiplicity=3 s_squared=2.054 energy_ha=-3101.63373
Ti 0.028 0.370 0.110
C 2.077 -1.947 -1.066
N 0.691 -2.120 -0.641
C 0.617 -3.157 0.381
C 1.067 -2.651 1.747
C 0.008 -1.846 2.494
N -0.505 -0.657 1.827
C -1.634 -0.253 2.437
C -2.410 0.892 2.210
C -3.611 1.094 2.937
C -4.326 2.263 2.843
C -3.884 3.295 2.014
C -2.752 3.111 1.234
C -2.013 1.925 1.293
O -0.940 1.770 0.572
C -0.109 -2.474 -1.813
C -1.604 -2.709 -1.550
C -2.217 -1.647 -0.600
N -1.558 -0.386 -0.803
C -2.043 0.362 -1.807
C -1.265 1.221 -2.599
C -1.843 2.040 -3.592
C -1.066 2.717 -4.507
C 0.316 2.571 -4.491
C 0.916 1.788 -3.514
C 0.171 1.171 -2.510
O 0.757 0.473 -1.574
H 2.522 -2.911 -1.377
H 2.666 -1.519 -0.256
H 2.118 -1.260 -1.909
H 1.240 -4.029 0.089
H -0.412 -3.512 0.458
H 1.945 -2.021 1.644
H 1.329 -3.511 2.372
H 0.455 -1.553 3.462
H -0.837 -2.521 2.738
H -2.010 -0.892 3.249
H -3.956 0.295 3.582
H -5.232 2.388 3.422
H -4.420 4.233 1.970
H -2.402 3.883 0.560
H 0.302 -3.385 -2.293
H -0.006 -1.648 -2.522
H -1.773 -3.713 -1.146
H -2.104 -2.652 -2.520
H -2.094 -1.969 0.438
H -3.302 -1.568 -0.807
H -3.095 0.224 -2.090
H -2.924 2.119 -3.623
H -1.535 3.358 -5.243
H 0.928 3.066 -5.232
H 1.992 1.680 -3.486
C 2.020 3.886 6.868
C 2.202 3.272 5.510
C 1.157 2.586 4.886
C 1.336 1.990 3.652
C 2.581 2.052 3.040
C 3.624 2.742 3.638
C 3.436 3.351 4.862
S 2.820 1.273 1.450
O 4.170 1.587 1.020
O 2.556 -0.145 1.639
N 1.668 1.774 0.486
C 1.617 3.047 0.035
C 2.490 4.068 0.473
C 2.316 5.348 -0.001
C 1.310 5.601 -0.929
C 0.527 4.528 -1.326
N 0.652 3.306 -0.856
H 0.998 4.236 7.004
H 2.707 4.721 7.002
H 2.232 3.149 7.647
H 0.193 2.534 5.373
H 0.531 1.477 3.142
H 4.569 2.787 3.118
H 4.247 3.900 5.324
H 3.288 3.828 1.156
H 2.954 6.151 0.352
H 1.156 6.594 -1.326
H -0.258 4.642 -2.062